No. 1
Density functional theory data (ωB97M-V with the def2-TZVPD basis set) for a molecular structure, C28H84As2F12N7O7 in a non-equilibrium geometry.

Total charge: +5
F_max: 0.06645 Eh/bohr
Relative energy (zero: lowest compared OMol25 entry of this formula, charge and spin): 0.0 kcal/mol

The geometry in XYZ format:
```
140
Properties=species:S:1:pos:R:3:forces:R:3:mulliken_charge:R:1
C -4.92335 -4.54368 2.70983 1.788 -0.805 0.519 -1.455
C -4.66397 -3.20951 2.04487 -1.723 -0.282 -0.556 0.112
C -3.39809 -2.52000 2.50125 1.093 0.248 -0.544 -0.140
O -2.27690 -3.32688 2.19655 -1.083 -0.154 -0.170 -0.412
C -1.00620 -2.93993 2.65082 1.020 -0.424 -0.072 -0.600
N -4.77402 -3.47561 0.51585 0.878 0.503 -0.359 -0.228
H -5.12307 -2.69562 -0.04414 -0.279 0.192 0.336 0.368
H -3.86355 -3.66578 0.09233 0.184 -0.371 0.340 0.293
H -5.38067 -4.27205 0.31370 -0.061 -0.102 0.202 0.388
H -5.73629 -5.18343 2.37211 -0.455 0.625 -0.029 0.409
H -4.92186 -4.43614 3.79444 -0.511 0.148 -0.027 0.379
H -4.02568 -5.15432 2.56050 0.014 -0.054 -0.125 0.388
H -5.52049 -2.55419 2.21198 0.124 0.168 0.174 0.226
H -3.53676 -2.32921 3.57014 0.152 -0.345 0.154 0.464
H -3.19968 -1.53726 2.05496 -0.560 0.120 -0.257 0.100
H -0.38504 -2.40350 1.92167 -0.609 0.226 -0.297 -0.072
H -0.49115 -3.89406 2.77865 0.132 0.181 0.501 0.403
H -0.98626 -2.35061 3.57134 -0.365 -0.262 0.165 0.369
C 6.62708 -5.39905 2.40372 2.052 -0.267 -0.090 -1.584
C 5.16404 -5.11791 2.32244 -0.443 -0.286 1.355 0.390
C 4.69740 -3.92596 3.15693 0.171 -0.078 -0.272 -0.832
O 3.28265 -3.74923 3.01651 -0.013 1.190 -0.853 -0.405
C 2.90364 -2.35915 2.87857 0.631 -0.052 0.213 -0.704
N 4.68700 -4.95349 0.89161 0.443 0.114 -0.119 -0.234
H 5.00068 -5.76402 0.35422 -0.441 -0.246 -0.053 0.409
H 3.68023 -4.79433 0.85437 -0.165 -0.496 0.186 0.304
H 5.08930 -4.15556 0.39445 0.415 0.155 0.404 0.388
H 7.32813 -4.69098 1.95188 -0.489 0.413 -0.205 0.418
H 6.95779 -6.36430 2.01050 -0.599 -0.099 -0.337 0.440
H 7.02097 -5.48481 3.41929 -0.658 0.236 0.288 0.409
H 4.67279 -5.99674 2.74484 -0.404 -0.075 -0.552 0.180
H 5.31883 -3.08623 2.82674 -0.454 0.474 0.075 0.435
H 4.90199 -4.09761 4.21339 0.274 -0.171 -0.060 0.414
H 1.84081 -2.20065 3.04851 -0.060 -0.569 0.130 0.091
H 3.12524 -1.93426 1.89418 0.103 -0.375 -0.272 0.335
H 3.45739 -1.73326 3.58239 -0.017 -0.129 0.267 0.481
C 3.30278 2.92386 1.36107 -0.223 0.830 0.206 -1.444
C 3.37348 1.86752 2.45065 0.083 0.586 0.844 0.528
C 4.21765 2.42112 3.62300 0.182 -1.459 -0.819 -0.918
O 4.30667 1.46371 4.64625 -0.655 -0.169 -0.131 -0.304
C 5.13357 1.87671 5.73172 -0.456 0.646 1.339 -0.808
N 1.95868 1.49166 2.92714 -0.037 -0.734 -0.919 0.107
H 1.35352 2.27044 3.17723 0.313 0.387 -0.200 0.436
H 1.57699 1.00215 2.10165 -0.437 0.242 0.256 -0.171
H 1.87240 0.81685 3.68866 0.813 0.073 0.255 0.423
H 4.34310 3.09483 1.08698 -0.127 0.186 -0.325 0.437
H 2.89836 3.87157 1.73181 0.391 0.035 0.513 0.439
H 2.67362 2.81988 0.47788 0.248 -1.070 -0.074 0.232
H 3.83211 0.95200 2.07968 -0.289 -0.203 0.114 0.213
H 3.77402 3.38188 3.89585 0.460 0.178 0.404 0.440
H 5.23199 2.44082 3.21491 -0.021 1.136 -0.186 0.468
H 6.12672 2.25814 5.49105 -0.008 -0.321 -0.587 0.334
H 5.20521 1.07390 6.46171 0.117 -0.314 -0.409 0.267
H 4.63311 2.67436 6.28998 -0.039 0.172 -0.174 0.342
C -1.96284 3.87014 -0.10638 -0.077 -0.180 0.278 -1.275
C -3.22227 3.11138 -0.55759 0.752 1.015 -0.553 0.318
C -4.40674 4.09026 -0.69339 -0.096 -0.656 -0.286 -0.885
O -5.54556 3.38409 -1.08058 -0.124 -0.657 0.205 -0.339
C -6.67504 4.22356 -1.28854 -1.056 0.123 -0.169 -0.789
N -2.91988 2.41274 -1.87699 -1.702 -0.043 0.268 0.449
H -2.14957 1.71788 -1.84014 -0.080 0.671 -0.268 -0.097
H -3.76620 1.87996 -2.10400 -0.016 -0.202 -0.212 0.443
H -2.88795 3.06045 -2.66655 0.707 0.019 -0.104 0.448
H -2.17208 4.37987 0.83543 0.084 -0.205 0.143 0.463
H -1.60720 4.67584 -0.75120 -0.502 -0.106 -0.443 0.443
H -1.11467 3.19628 -0.00361 -0.048 -0.115 0.271 -0.016
H -3.47773 2.28009 0.09746 0.062 0.138 0.237 0.094
H -4.17943 4.84996 -1.45112 0.193 0.244 0.211 0.803
H -4.63002 4.54967 0.27508 0.557 0.323 -0.004 0.206
H -6.46390 4.95156 -2.07182 -0.151 -0.058 -0.098 0.347
H -7.08398 4.75023 -0.41848 0.925 0.135 0.436 0.275
H -7.53947 3.60354 -1.52206 0.385 -0.246 -0.642 0.310
C -4.69981 0.52626 3.60742 -0.128 -0.179 1.526 -1.709
C -3.79780 1.69396 3.23631 -1.582 -0.869 -1.344 1.008
C -4.64770 2.80918 2.55385 1.540 -0.335 1.013 -0.742
O -5.53316 3.32099 3.49297 0.234 -0.567 -0.088 -0.396
C -6.35763 4.33233 2.95987 -1.385 0.542 -1.336 -0.789
N -3.13054 2.26808 4.47269 -1.239 -0.267 -0.305 -0.057
H -2.45677 1.65556 4.92816 0.319 0.058 -0.273 0.336
H -2.76516 3.18575 4.22062 0.316 0.085 0.428 0.363
H -3.87276 2.39409 5.17094 -0.111 0.426 -0.005 0.422
H -4.14271 -0.29826 4.05512 0.056 0.114 0.184 0.513
H -5.34606 0.06338 2.86325 0.399 0.559 -0.665 0.322
H -5.41936 0.89387 4.34440 0.017 -0.144 0.156 0.527
H -3.04063 1.34422 2.53316 0.337 0.338 0.142 -0.644
H -5.13387 2.41969 1.65633 -0.029 -0.062 -0.032 0.549
H -3.85949 3.52521 2.27737 -0.444 0.641 -0.405 0.428
H -5.77619 5.10390 2.44700 0.149 0.513 0.943 0.347
H -7.12241 4.62200 3.67641 0.793 0.551 0.519 0.370
H -7.02845 4.04980 2.13238 0.364 -1.106 -0.038 0.242
C 1.33909 -4.40017 -2.40972 0.882 -0.092 -0.480 -1.732
C 0.97810 -3.11847 -3.16419 -1.043 -1.207 1.968 1.779
C 1.83335 -2.89759 -4.36624 1.202 2.043 -0.086 -1.077
O 1.44927 -1.68484 -5.01551 -0.773 -0.705 0.043 0.026
C 1.86997 -1.60799 -6.36416 0.477 -0.557 -1.499 -1.063
N -0.49146 -3.26127 -3.54818 0.766 -0.497 -0.875 0.001
H -1.04263 -3.85600 -2.93439 0.088 0.468 0.587 0.412
H -0.90035 -2.34022 -3.71156 -0.538 0.366 -0.366 0.250
H -0.52678 -3.80078 -4.41844 -0.066 0.444 -0.385 0.421
H 0.64799 -4.71966 -1.63019 -0.329 0.222 -0.193 0.478
H 2.27990 -4.21043 -1.88971 0.135 -0.167 -0.176 0.325
H 1.49347 -5.20514 -3.13045 0.011 -0.240 0.259 0.443
H 1.03294 -2.35521 -2.38035 -0.167 0.402 -0.894 -0.948
H 1.94366 -3.77200 -5.01209 -0.426 0.022 -0.208 0.493
H 2.83219 -2.62463 -4.00673 0.265 -0.866 0.315 0.411
H 1.45132 -0.73685 -6.86158 -0.070 0.116 0.434 0.267
H 1.57243 -2.46472 -6.97874 -0.570 -0.130 0.343 0.377
H 2.95403 -1.63717 -6.52616 0.180 0.417 0.665 0.412
C 2.82161 2.73704 -5.57854 0.524 -0.575 0.155 -1.440
C 2.75122 1.60764 -4.54201 -0.844 1.268 -0.392 0.929
C 4.01244 1.46485 -3.71138 -0.104 0.820 -1.358 -0.670
O 4.24906 2.75239 -3.15804 -0.652 -0.652 0.733 -0.322
C 5.37345 2.79629 -2.32117 0.476 -0.705 1.536 -0.797
N 1.60050 1.91677 -3.58527 -0.893 -0.404 1.059 0.386
H 1.71585 2.67837 -2.91324 0.908 0.420 -0.542 0.490
H 0.70933 2.12167 -4.04789 0.033 -0.264 -0.492 0.387
H 1.38663 1.14091 -2.94223 0.192 -0.177 -0.640 -0.427
H 3.58631 2.38089 -6.27089 0.062 0.424 -0.175 0.426
H 3.13950 3.67174 -5.12326 0.056 -0.002 -0.082 0.349
H 1.91601 2.89419 -6.16306 -0.158 -0.218 0.190 0.468
H 2.45219 0.69451 -5.05384 0.098 -0.192 0.310 -0.616
H 4.83219 1.26633 -4.40620 0.047 -0.458 0.043 0.534
H 3.86124 0.60431 -3.05173 0.401 0.332 0.708 0.432
H 5.30009 2.09793 -1.47008 -0.272 -0.615 -0.351 0.206
H 5.42850 3.70711 -1.72555 0.046 0.618 -1.027 0.342
H 6.29882 2.53034 -2.83334 0.032 0.450 -0.162 0.347
As -2.03534 0.56127 -5.35395 -1.097 1.604 -2.811 1.891
F -2.24732 2.16114 -6.09972 0.476 -1.406 0.852 -0.513
F -2.99474 -0.19068 -6.56488 0.440 -0.027 0.631 -0.421
F -1.70065 -0.99071 -4.57378 -0.320 0.114 0.640 -0.704
F -1.13696 1.38150 -4.04577 0.174 -0.204 -0.092 -0.505
F -3.51947 0.86148 -4.43153 0.968 -0.426 0.472 -0.509
F -0.58243 0.26135 -6.29741 -0.429 0.537 0.950 -0.456
As 0.13291 0.02035 -0.44425 -1.824 0.182 0.164 2.264
F -0.40982 -1.63382 -0.59132 0.758 0.431 0.278 -0.444
F -1.03796 0.37967 -1.71311 1.120 -0.052 0.220 -0.831
F 0.65401 1.68377 -0.36926 -0.209 -0.288 0.186 -0.471
F 1.06507 -0.35470 1.01761 0.006 -0.005 -0.894 -0.560
F 1.47351 -0.20589 -1.55901 -0.723 -0.442 0.732 -0.659
F -1.23409 0.39555 0.65009 0.866 -0.176 -0.153 -0.616
```
Forces are in eV/Å.

***

No. 2
Density functional theory data (ωB97M-V with the def2-TZVPD basis set) for a gas-phase ion, C5H7O3 (charge +1) in a non-equilibrium geometry.

Total charge: +1
F_max: 0.08596 Eh/bohr
Relative energy (zero: lowest compared OMol25 entry of this formula, charge and spin): 22.9 kcal/mol

The geometry in XYZ format:
```
15
Properties=species:S:1:pos:R:3:forces:R:3:mulliken_charge:R:1
C 1.33877 -1.30186 -0.28664 1.032 1.258 0.119 0.179
C 2.08196 0.12687 -0.06673 1.712 -0.173 0.929 0.532
C -0.39994 0.11168 0.07036 1.724 2.634 0.874 1.005
C -1.07408 0.39186 1.44695 2.732 0.740 -3.395 -1.356
C -1.01356 0.31306 -1.30156 2.680 -0.240 0.990 -1.265
O 3.26581 0.32526 0.08785 -2.419 -1.038 -0.849 -0.422
O 1.10114 0.97260 0.13218 -2.956 -1.605 -0.377 -0.357
O 0.14309 -1.21187 -0.02029 -0.880 -0.604 0.474 -0.155
H 1.58406 -2.30172 -0.58377 1.107 -0.455 -0.014 0.434
H -1.21460 1.40753 1.70948 0.296 1.150 -0.215 0.370
H -0.46696 -0.09823 2.10234 1.481 -1.096 2.315 0.443
H -1.97149 -0.04080 1.41091 -3.746 -1.894 -0.061 0.440
H -0.17225 0.79349 -1.84451 -0.575 -1.139 -0.667 0.417
H -1.65696 1.08244 -1.21863 -2.630 2.565 0.276 0.406
H -1.54499 -0.57032 -1.63793 0.443 -0.101 -0.400 0.329
```
Forces are in eV/Å.